Record 1
3 unconnected molecules or ions with the total composition C24H47N2O5 at a distorted geometry, computed with ωB97M-V/def2-TZVPD.

Structure (XYZ):
```
78
Properties=species:S:1:pos:R:3:forces:R:3
C -0.73484 -1.69958 1.51388 0.70 0.46 0.89
C -1.49181 -2.34471 0.66382 -0.60 -0.37 -0.73
C -1.38438 -3.82698 0.50810 -0.25 -0.29 -0.03
N -0.47986 -4.19815 -0.65105 0.29 0.35 -0.07
N -0.17361 -5.59811 -0.57400 -0.01 0.10 0.10
C -1.01378 -3.71132 -1.99076 -0.21 -0.27 -0.02
C -0.41408 -2.38644 -2.44474 0.27 0.14 0.11
C -1.41342 -1.58779 -3.28743 -0.15 0.13 0.06
C -0.76284 -0.48372 -4.12990 0.04 0.01 -0.01
C -0.28213 0.73787 -3.30964 -0.04 0.01 0.07
C 1.15149 1.20019 -3.60267 0.02 0.19 -0.04
C 2.28957 0.22988 -3.26377 0.07 0.15 -0.11
C 2.45199 -0.05813 -1.75806 -0.24 -0.09 0.06
C 3.79315 0.37805 -1.15845 0.34 0.03 0.00
C 3.79681 1.83612 -0.69459 -0.27 0.16 -0.06
C 4.90570 2.20492 0.29205 0.14 -0.32 0.03
C 4.59465 3.46290 1.09280 -0.12 0.53 -0.19
O 4.01352 3.10239 2.32807 -0.14 -0.34 0.12
C 4.27765 3.96647 3.40951 0.10 0.01 0.01
H -0.03302 -2.21235 2.16959 -0.05 0.06 -0.07
H -0.79221 -0.62907 1.63374 -0.01 0.07 0.03
H -2.21012 -1.79342 0.06061 0.03 -0.14 -0.05
H -0.95151 -4.30882 1.38736 -0.01 0.10 -0.16
H -2.33965 -4.30838 0.26954 0.12 0.07 0.14
H 0.39897 -3.69742 -0.48867 -0.04 -0.09 0.08
H 0.68453 -5.76008 -1.09177 -0.10 -0.10 -0.11
H -0.93849 -6.10306 -1.01193 0.07 -0.06 0.01
H -0.79168 -4.51915 -2.69385 -0.13 0.19 0.02
H -2.09889 -3.64070 -1.86193 0.14 -0.01 -0.09
H -0.12950 -1.79980 -1.56431 0.02 0.02 -0.13
H 0.50607 -2.56647 -3.01774 -0.16 -0.03 0.11
H -2.14012 -1.12365 -2.60243 0.02 -0.14 -0.15
H -1.98095 -2.27901 -3.92536 0.15 0.13 -0.03
H -1.49246 -0.14648 -4.87291 0.10 -0.07 0.08
H 0.06919 -0.91393 -4.70380 -0.09 0.04 0.10
H -0.94239 1.58537 -3.53212 0.07 -0.16 0.11
H -0.41324 0.55463 -2.23122 0.11 -0.07 -0.18
H 1.21266 1.46945 -4.66666 0.02 -0.06 0.16
H 1.33107 2.13154 -3.04399 -0.06 -0.15 -0.13
H 3.22298 0.68358 -3.62481 -0.17 -0.10 -0.01
H 2.17872 -0.69953 -3.83949 -0.01 0.10 0.14
H 1.65007 0.46684 -1.21409 0.12 -0.22 -0.01
H 2.31205 -1.12950 -1.56270 -0.01 0.10 -0.05
H 4.58395 0.24781 -1.91094 -0.07 -0.13 0.16
H 4.06473 -0.27158 -0.31427 -0.15 0.15 -0.09
H 3.87361 2.49322 -1.57330 -0.15 -0.03 0.15
H 2.82327 2.05240 -0.22478 0.21 -0.03 -0.03
H 5.86095 2.31736 -0.23367 -0.13 -0.01 0.05
H 5.03375 1.38839 1.01696 0.04 0.17 -0.12
H 3.87787 4.08768 0.52999 0.21 0.01 0.07
H 5.48713 4.08060 1.26873 -0.03 -0.21 -0.02
H 4.03075 3.40677 4.31360 0.05 0.13 -0.02
H 3.67217 4.88353 3.38101 0.08 -0.07 -0.09
H 5.34305 4.24031 3.43212 -0.19 0.00 0.08
O -3.92655 1.44424 1.08772 -0.04 -0.26 -0.02
C -4.57116 0.45461 0.89754 -0.02 0.16 -0.06
O -4.29790 -0.39226 -0.13551 0.10 -0.04 -0.01
C -5.28202 -1.44180 -0.19792 -0.02 0.04 0.05
C -5.87696 -1.51965 1.20585 0.09 0.06 0.00
C -5.76684 -0.06808 1.66453 0.04 -0.02 0.00
H -6.02189 -1.17068 -0.95239 -0.03 -0.01 0.01
H -4.77443 -2.35108 -0.51607 0.00 -0.02 0.00
H -6.88810 -1.91775 1.21016 -0.03 0.03 -0.01
H -5.25594 -2.15522 1.83904 -0.02 -0.02 0.00
H -6.63243 0.52953 1.37027 -0.01 -0.01 0.00
H -5.60880 0.07046 2.73029 -0.03 0.00 0.02
O 0.97569 0.71446 5.15700 0.14 -0.03 0.10
C 0.40196 1.42888 4.39539 -0.19 0.10 -0.17
O -0.48695 0.93176 3.48968 0.01 -0.08 -0.07
C -0.99280 1.97818 2.63657 0.13 -0.02 -0.01
C -0.77128 3.27049 3.41656 -0.02 -0.12 0.15
C 0.47885 2.93467 4.22951 0.00 -0.04 -0.01
H -0.41519 1.96468 1.70585 -0.03 0.03 0.02
H -2.02926 1.74209 2.41715 -0.02 0.13 -0.02
H -0.67140 4.13757 2.76925 0.06 0.00 -0.02
H -1.61510 3.44042 4.08576 -0.01 0.03 -0.01
H 1.40250 3.15519 3.68869 0.00 0.00 -0.05
H 0.53889 3.40832 5.20538 0.00 0.03 0.00
```
Positions in Å, forces in eV/Å.

Results
relative energy (zero: lowest compared OMol25 entry of this formula, charge and spin) = 0.0 kJ/mol
gap between HOMO and LUMO = 8.7461 eV
net charge = +1


Record 2
A molecular structure, C24H47OPdSi4Te at a distorted geometry, computed with ωB97M-V/def2-TZVPD.

Structure (XYZ):
```
78
Properties=species:S:1:pos:R:3:forces:R:3
Pd 1.44252 -1.46509 -0.89000 1.25 0.93 0.86
C -0.21634 0.69265 -2.44113 0.75 0.73 -0.60
C 0.83509 1.47823 -1.78640 -0.49 -0.58 -1.28
C 2.08538 0.79345 -2.04413 -0.63 -0.12 -0.99
H 0.74921 2.52953 -1.52485 0.08 -0.36 0.03
C 1.81252 -0.36321 -2.83738 -0.63 1.35 -0.13
C 0.37068 -0.39779 -3.06955 0.39 1.35 -0.41
H -0.13070 -1.11353 -3.72012 0.10 0.14 0.36
H -1.26778 0.97084 -2.47958 0.38 -0.23 0.13
H 3.05807 1.15114 -1.71301 -0.27 -0.35 -0.09
H 2.54090 -0.97968 -3.36104 -0.18 0.13 0.45
C -0.02180 -2.90214 -0.07314 -0.01 -0.54 -0.26
C -0.27016 -2.76746 -1.47618 -0.48 -0.68 0.14
C 0.88139 -3.25116 -2.18018 -0.59 -1.03 0.19
H -1.16404 -2.33357 -1.91843 0.31 -0.20 0.14
C 1.82336 -3.71189 -1.21963 -0.34 -0.65 0.23
C 1.30417 -3.44023 0.08675 -0.45 -0.85 -0.04
H 1.81369 -3.60633 1.03319 -0.17 -0.06 -0.30
H -0.68978 -2.60276 0.72860 0.17 -0.04 -0.20
H 1.00841 -3.28899 -3.26007 -0.03 0.05 0.34
H 2.76272 -4.21151 -1.44295 -0.13 0.48 0.09
O 3.52960 -1.33315 -0.88893 1.08 0.30 0.17
C 5.42669 -3.03442 -1.99833 -0.29 -0.06 0.29
C 5.75834 -2.08060 -0.93564 0.44 0.49 0.81
C 5.18064 -2.56526 -3.36136 -0.21 0.19 -0.77
C 5.49882 -4.47482 -1.72272 -0.07 -0.69 0.00
C 4.54855 -1.68397 -0.02588 -0.53 0.33 -1.21
H 6.15854 -1.15885 -1.39611 -0.16 -0.17 0.28
H 6.54093 -2.51328 -0.29014 0.12 0.14 -0.01
H 4.29260 -2.53026 0.64540 0.12 0.07 0.02
H 4.82864 -0.79865 0.57203 0.28 -0.31 0.41
H 6.13570 -2.39246 -3.89546 -0.12 0.04 -0.09
H 4.62257 -1.61532 -3.37356 0.19 -0.29 0.08
H 4.62135 -3.31550 -3.94349 0.10 0.24 0.05
H 6.53622 -4.84952 -1.80725 -0.05 -0.08 0.08
H 4.90223 -5.04816 -2.44907 0.11 0.03 0.21
H 5.14990 -4.72761 -0.70870 0.10 0.05 -0.20
C -3.81735 -1.09100 -0.26871 -0.31 -0.30 0.07
Si -3.55648 -0.13853 1.33228 0.88 0.37 -0.20
C -5.11936 0.82980 1.75340 -0.27 -0.15 0.05
C -3.19715 -1.32549 2.75011 -0.24 -0.24 0.01
Si -1.74591 1.35414 1.04954 0.08 0.09 0.42
Te 0.59749 0.64025 0.63228 0.19 -0.25 0.48
Si -2.62193 3.14126 -0.24953 0.49 -0.45 0.19
C -3.83957 4.13691 0.78920 -0.19 0.23 -0.10
C -1.31783 4.36138 -0.85685 -0.05 0.16 -0.11
C -3.55278 2.46323 -1.74524 -0.20 0.24 -0.16
Si -0.93968 2.06001 3.15936 -0.74 -0.01 -0.80
C -2.47119 2.75281 4.03054 0.37 0.26 0.65
C -0.24192 0.72532 4.29599 0.05 -0.05 0.19
C 0.34078 3.42175 2.89004 0.12 0.21 0.34
H -4.65224 -1.79314 -0.12103 0.13 0.04 -0.16
H -2.92839 -1.67448 -0.54239 -0.15 0.16 0.10
H -4.07208 -0.43685 -1.11235 0.10 -0.10 0.21
H -5.92277 0.09802 1.92528 0.04 0.17 -0.01
H -5.01379 1.42951 2.66604 0.04 -0.11 -0.18
H -5.44272 1.49423 0.94309 0.09 -0.16 0.11
H -2.28574 -1.91219 2.57476 -0.17 0.16 0.01
H -3.09144 -0.80788 3.71345 -0.04 -0.07 -0.25
H -4.04322 -2.02619 2.82885 0.21 0.05 0.10
H -3.36817 4.58997 1.66909 -0.04 -0.09 -0.19
H -4.20477 4.95472 0.14983 -0.03 -0.08 0.16
H -4.70737 3.55754 1.12276 0.19 0.09 -0.02
H -0.79104 3.99205 -1.74491 -0.10 0.02 0.19
H -1.82787 5.29606 -1.13762 0.15 -0.14 0.04
H -0.57252 4.59805 -0.08658 -0.15 -0.08 -0.14
H -2.91381 1.90387 -2.43689 -0.12 0.15 0.21
H -4.39177 1.81543 -1.46158 0.13 0.15 0.00
H -3.96042 3.32291 -2.29901 -0.02 -0.19 0.03
H -3.24175 1.98759 4.19221 0.20 0.09 -0.06
H -2.12740 3.10166 5.01535 -0.35 0.08 0.03
H -2.92612 3.59949 3.50466 0.12 -0.19 0.07
H 0.62860 0.19720 3.88727 -0.23 0.21 -0.01
H 0.06833 1.22357 5.22892 -0.06 -0.14 -0.13
H -1.00105 -0.02521 4.55683 0.13 0.18 -0.08
H 1.20415 3.08727 2.29594 -0.39 0.03 0.23
H -0.09979 4.29974 2.39471 0.05 -0.20 0.13
H 0.70918 3.73657 3.87934 -0.02 0.08 -0.20
```
Positions in Å, forces in eV/Å.

Results
2S+1 = 5
gap between HOMO and LUMO (spin up / spin down) = 5.1672 / 6.4106 eV
net charge = -1